Record 1
ORCA calculation (ωB97M-V/def2-TZVPD) on a cluster of 2 separate species, CO4S in total in a non-equilibrium geometry.

Each line ends with the Mulliken charge.
Atoms and positions in Å:
C -1.4433 -0.1542 0.0698  0.768
O 0.7355 0.3191 -1.0565  -0.398
O -1.6599 -1.0516 -0.5821  -0.315
O 2.1433 -0.4902 0.7720  -0.348
O -1.3431 0.7922 0.7291  -0.432
S 1.5674 0.5848 0.0676  0.725

## Properties
Max |F|, eV/A: 2.952
Multiplicity: 1
DFT total energy, eV: -20062.3408
ΔE to the lowest compared entry with this formula, charge and spin, kcal per mole: 3.7
HOMO-LUMO gap, eV: 10.99

=====

Record 2
ORCA calculation (ωB97M-V/def2-TZVPD) on a cluster of 2 separate species, CO4S in total in a non-equilibrium geometry.

Each line ends with the Mulliken charge.
Atoms and positions in Å:
C -1.5743 0.1675 0.2887  0.816
O -0.8904 -0.6839 -0.1735  -0.473
O 1.0523 0.9964 -0.4260  -0.427
O -2.1209 1.0417 0.7537  -0.283
O 2.1200 -1.2495 -0.6034  -0.392
S 1.4132 -0.2723 0.1605  0.759

## Properties
Max |F|, eV/A: 4.019
Multiplicity: 1
DFT total energy, eV: -20062.1054
ΔE to the lowest compared entry with this formula, charge and spin, kcal per mole: 9.1
HOMO-LUMO gap, eV: 10.82

=====

Record 3
ORCA calculation (ωB97M-V/def2-TZVPD) on a cluster of 2 separate species, CO4S2 in total in a non-equilibrium geometry.

Each line ends with the Mulliken charge.
Atoms and positions in Å:
C -1.4602 0.4994 -0.0614  0.800
O -2.4692 0.0045 -0.2653  -0.314
O 1.2323 -0.9706 1.2633  -0.417
O -0.4414 0.9934 0.2215  -0.467
O 0.9485 -0.8771 -1.0578  -0.405
S 3.1534 0.6843 -0.1515  -0.139
S 1.6275 -0.3751 0.0286  0.942

## Properties
Max |F|, eV/A: 4.492
Multiplicity: 1
DFT total energy, eV: -30896.5530
ΔE to the lowest compared entry with this formula, charge and spin, kcal per mole: 3.5
HOMO-LUMO gap, eV: 9.54
SMILES string: O=S(=O)=S.O=C=O

=====

Record 4
ORCA calculation (ωB97M-V/def2-TZVPD) on a structure of composition COP2 in a non-equilibrium geometry.

Each line ends with the Mulliken charge.
Atoms and positions in Å:
C 1.2318 -0.0172 -0.6032  0.163
O 1.2253 -0.0845 -1.7294  -0.156
P -1.5192 0.3323 2.0633  0.015
P -0.9380 -0.2307 0.2693  -0.022

## Properties
Max |F|, eV/A: 4.274
Multiplicity: 1
DFT total energy, eV: -21659.8521
ΔE to the lowest compared entry with this formula, charge and spin, kcal per mole: 17.7
HOMO-LUMO gap (spin up / spin down), eV: 8.20 / 8.20

=====

Record 5
ORCA calculation (ωB97M-V/def2-TZVPD) on a structure of composition Ca2H10N2O11 in a non-equilibrium geometry.

Each line ends with the Löwdin spin population.
Atoms and positions in Å:
Ca -3.0223 -2.5638 -2.2813  0.000
Ca -2.3782 1.5792 2.1625  -0.002
N -0.0818 3.2637 -0.0254  -0.034
O 1.0088 2.8031 0.2685  0.466
O -1.0030 3.0165 0.7344  0.081
O -0.1547 3.9265 -1.0751  0.469
N -0.9343 -0.8079 0.0458  0.000
O -1.5264 -1.6436 -0.5926  0.000
O -1.5308 0.2782 0.3239  -0.001
O 0.2248 -0.9653 0.4290  0.000
O -4.0818 -0.7770 -1.3698  0.000
H -3.5755 -0.2494 -0.7522  0.000
H -4.9394 -0.3529 -1.4009  0.000
O 1.3095 1.1893 -1.9923  0.006
H 0.4658 1.1676 -2.4439  0.000
H 1.0908 1.0639 -1.0689  -0.001
O 2.0082 0.7536 1.9757  0.015
H 1.1738 0.3082 2.1229  0.000
H 1.8132 1.4153 1.3121  -0.001
O 3.5187 -1.3984 0.6992  0.002
H 2.7208 -0.8803 0.8041  0.000
H 4.1886 -0.9064 1.1739  0.000
O 1.2182 -3.6726 0.6025  0.000
H 1.0138 -3.7949 -0.3246  0.000
H 1.4732 -2.7527 0.6727  0.000

## Properties
Max |F|, eV/A: 4.764
Multiplicity: 2
<S²>: 0.759
DFT total energy, eV: -62505.2037
HOMO-LUMO gap (spin up / spin down), eV: 5.09 / 3.08
Total charge: +3

=====

Record 6
ORCA calculation (ωB97M-V/def2-TZVPD) on a structure of composition Ca3O20P5Zn4 in a non-equilibrium geometry.

Each line ends with the Mulliken charge.
Atoms and positions in Å:
Ca -1.9805 -1.9991 4.7434  0.456
Ca -0.2538 -3.7721 0.5172  1.314
Ca 1.7035 -2.7231 4.0652  0.539
Zn 1.4798 -1.0126 0.1342  0.113
Zn 0.2907 2.0452 0.6693  0.558
Zn -3.5029 -0.3026 1.6447  0.472
Zn -1.2008 -0.1537 -1.2190  0.522
P 0.9055 -2.8936 -1.8259  0.311
O 2.1080 -2.8138 -2.7399  -0.665
O 0.0302 -4.1036 -1.9239  -0.834
O 0.2794 -1.4665 -1.4519  -0.101
O 1.6607 -2.8088 -0.3863  -0.750
P 3.0930 0.6809 -0.8025  0.547
O 3.2791 -0.9030 -0.4752  -0.605
O 2.7724 0.6869 -2.2419  -0.496
O 4.4633 1.1662 -0.4723  -0.673
O 1.9086 1.1746 0.1343  -0.497
P -0.6943 -0.9170 1.8468  0.530
O -0.1993 0.1271 0.9229  1.568
O 0.5171 -1.6796 2.3936  0.204
O -1.2925 -1.8968 0.7844  -0.906
O -1.8937 -0.7375 2.8314  -0.898
P 0.1726 2.9004 -1.9492  0.602
O 1.5949 3.1268 -2.3757  -0.337
O -0.2366 1.4995 -1.3348  0.184
O -0.8850 3.7219 -2.5913  -0.606
O 0.4026 3.7509 -0.6379  -0.427
P -2.9189 1.8682 0.2994  0.772
O -1.5859 2.3843 0.7361  -0.196
O -2.6548 0.4038 -0.0802  -0.384
O -3.3949 2.9423 -0.7121  -0.679
O -3.9676 1.7044 1.4973  -0.638

## Properties
Max |F|, eV/A: 8.358
Multiplicity: 1
DFT total energy, eV: -336393.9189
HOMO-LUMO gap, eV: 1.86
Total charge: -1

=====

Record 7
ORCA calculation (ωB97M-V/def2-TZVPD) on a structure of composition Ca4Hg4O20P5 in a non-equilibrium geometry.

Each line ends with the Mulliken charge.
Atoms and positions in Å:
Hg 2.3588 -3.6417 -1.4444  0.216
Hg -0.0978 -0.4056 -2.8569  0.750
Hg -3.6875 -0.9688 -2.5682  0.989
Hg -1.2777 -3.7422 -1.7571  1.016
Ca 0.6939 1.1034 1.2838  1.639
Ca -2.6604 -0.1882 0.7333  1.496
Ca 3.0877 0.1809 -0.6579  1.346
Ca -0.8142 -3.1878 1.9567  1.312
P -1.7191 1.8319 -0.8863  0.471
O -0.4577 1.3073 -1.5280  -0.352
O -2.9854 0.8590 -1.2204  -0.725
O -1.9092 3.2323 -1.4478  -0.539
O -1.2936 1.8679 0.5894  -0.710
P -0.1097 -1.5064 -0.1023  0.813
O -0.6466 -0.9568 1.2999  -1.196
O 0.2410 -2.9818 -0.0523  -1.175
O 1.0713 -0.6551 -0.4755  0.339
O -1.2224 -1.5330 -1.1826  -0.341
P 1.7420 3.4558 -0.0635  0.336
O 0.9728 3.3663 1.2871  -0.576
O 1.8447 1.9485 -0.3515  -0.098
O 3.0113 4.2325 0.0847  -0.471
O 0.7130 4.1768 -0.9952  -0.249
P -3.6241 -2.9041 0.3403  0.893
O -2.4910 -4.0279 -0.0179  -0.902
O -3.9799 -1.6636 -0.4622  -0.795
O -2.7747 -2.2802 1.4359  -0.880
O -4.7838 -3.7055 0.8179  -0.671
P 4.0985 1.3473 1.7306  0.762
O 4.5814 1.6883 0.3169  -0.445
O 5.3148 0.6165 2.2764  -0.339
O 2.8325 0.4021 1.5451  -0.659
O 3.9710 2.7319 2.3719  -0.255

## Properties
Max |F|, eV/A: 5.730
Multiplicity: 1
DFT total energy, eV: -177855.1458
HOMO-LUMO gap, eV: 2.82
Total charge: +1

=====

Record 8
ORCA calculation (ωB97M-V/def2-TZVPD) on a structure of composition Ca4O16P4 in a non-equilibrium geometry.

Each line ends with the Löwdin spin population.
Atoms and positions in Å:
Ca -0.5287 -1.5011 -1.4788  0.000
Ca 0.1334 -1.5733 1.8481  -0.001
Ca 3.2719 -1.4535 -3.4952  -0.002
Ca 2.5247 0.6356 0.4275  0.001
P 0.0338 1.6530 -2.0785  -0.016
O -0.4936 0.3415 -2.7398  0.028
O 0.9961 2.2623 -3.1351  0.274
O 0.9096 1.6450 -0.7750  0.035
O -1.2045 2.6166 -1.8161  0.648
P -2.8595 -0.4331 -0.2641  -0.009
O -1.5145 -0.5133 0.4675  -0.010
O -2.8252 1.0175 -0.6830  -0.717
O -4.2419 -0.4956 0.4110  -0.162
O -2.6159 -1.0261 -1.6674  -0.070
P 0.2531 1.0784 3.2363  0.013
O -1.2138 1.3815 2.8357  0.785
O 0.8780 1.1727 1.8355  0.113
O 0.0513 -0.3722 3.7390  0.077
O 0.8235 2.1425 4.1850  0.014
P 1.7771 -2.0472 -0.2147  0.000
O 0.9285 -0.7838 -0.0892  0.000
O 0.4259 -2.7358 -0.0463  0.000
O 2.2642 -1.4416 1.0894  0.000
O 2.2266 -1.5701 -1.5919  0.000

## Properties
Max |F|, eV/A: 11.584
Multiplicity: 2
<S²>: 1.756
DFT total energy, eV: -143678.5454
HOMO-LUMO gap (spin up / spin down), eV: 3.94 / 3.93
Total charge: -3

=====

Record 9
ORCA calculation (ωB97M-V/def2-TZVPD) on a structure of composition CaH10N3O14 in a non-equilibrium geometry.

Each line ends with the Löwdin spin population.
Atoms and positions in Å:
Ca -0.0363 -0.2979 -0.2529  -0.004
N 0.3767 -1.0315 3.2076  -0.005
O -0.8132 -0.9081 3.6082  0.076
O 1.2729 -1.1836 4.0500  0.022
O 0.5199 -0.9494 1.9882  0.033
N 1.0265 2.9726 0.5100  -0.006
O 0.2130 3.7791 0.8898  0.039
O 2.1199 3.2584 -0.0980  0.040
O 0.7589 1.7825 0.5541  0.057
N -2.6599 1.7650 1.2685  -0.034
O -3.0927 2.6045 0.4470  0.173
O -1.9602 0.7707 0.9366  0.226
O -2.8371 1.9023 2.4656  0.385
O 2.4761 -0.4491 -0.1930  0.000
H 2.9156 -1.1815 0.2390  0.000
H 3.1535 -0.0517 -0.7402  0.000
O 0.5023 -2.6397 -0.4060  0.000
H -0.1047 -3.3379 -0.1605  0.000
H 1.3544 -2.9405 -0.0901  0.000
O 1.0381 -0.8148 -2.5560  0.000
H 1.9536 -0.7822 -2.8335  0.000
H 0.7588 -1.7085 -2.7547  0.000
O -0.6704 1.2495 -1.8414  -0.001
H -0.1261 1.7567 -2.4437  0.000
H -1.5253 1.6791 -1.8709  -0.001
O -1.9213 -1.4929 -1.2234  0.000
H -2.8665 -1.3422 -1.2153  0.000
H -1.8265 -2.4088 -1.4847  0.000

## Properties
Max |F|, eV/A: 4.432
Multiplicity: 2
<S²>: 0.756
DFT total energy, eV: -51726.3535
ΔE to the lowest compared entry with this formula, charge and spin, kcal per mole: 24.5
HOMO-LUMO gap (spin up / spin down), eV: 7.48 / 3.37

=====

What did the seventh record say?
ORCA calculation (ωB97M-V/def2-TZVPD) on a structure of composition Ca4Hg4O20P5 in a non-equilibrium geometry.

Each line ends with the Mulliken charge.
Atoms and positions in Å:
Hg 2.3588 -3.6417 -1.4444  0.216
Hg -0.0978 -0.4056 -2.8569  0.750
Hg -3.6875 -0.9688 -2.5682  0.989
Hg -1.2777 -3.7422 -1.7571  1.016
Ca 0.6939 1.1034 1.2838  1.639
Ca -2.6604 -0.1882 0.7333  1.496
Ca 3.0877 0.1809 -0.6579  1.346
Ca -0.8142 -3.1878 1.9567  1.312
P -1.7191 1.8319 -0.8863  0.471
O -0.4577 1.3073 -1.5280  -0.352
O -2.9854 0.8590 -1.2204  -0.725
O -1.9092 3.2323 -1.4478  -0.539
O -1.2936 1.8679 0.5894  -0.710
P -0.1097 -1.5064 -0.1023  0.813
O -0.6466 -0.9568 1.2999  -1.196
O 0.2410 -2.9818 -0.0523  -1.175
O 1.0713 -0.6551 -0.4755  0.339
O -1.2224 -1.5330 -1.1826  -0.341
P 1.7420 3.4558 -0.0635  0.336
O 0.9728 3.3663 1.2871  -0.576
O 1.8447 1.9485 -0.3515  -0.098
O 3.0113 4.2325 0.0847  -0.471
O 0.7130 4.1768 -0.9952  -0.249
P -3.6241 -2.9041 0.3403  0.893
O -2.4910 -4.0279 -0.0179  -0.902
O -3.9799 -1.6636 -0.4622  -0.795
O -2.7747 -2.2802 1.4359  -0.880
O -4.7838 -3.7055 0.8179  -0.671
P 4.0985 1.3473 1.7306  0.762
O 4.5814 1.6883 0.3169  -0.445
O 5.3148 0.6165 2.2764  -0.339
O 2.8325 0.4021 1.5451  -0.659
O 3.9710 2.7319 2.3719  -0.255

## Properties
Max |F|, eV/A: 5.730
Multiplicity: 1
DFT total energy, eV: -177855.1458
HOMO-LUMO gap, eV: 2.82
Total charge: +1